(1)
Computed, not measured: a molecular structure, C40H50FeN8O2Se, with wB97M-V/def2-TZVPD.

Structure (XYZ):
```
102
Properties=species:S:1:pos:R:3:forces:R:3
C -2.644093 1.529189 -2.100737 -0.01 0.10 0.12
C -2.898756 4.048890 3.012007 -0.02 0.06 0.01
C -3.636105 -1.077759 -1.007305 -0.05 -0.07 0.33
C -2.653330 -2.783909 -1.964695 -0.02 -0.04 0.01
H 1.863617 1.007404 -3.746849 -0.01 -0.01 -0.02
H -3.330231 4.699145 0.718571 -0.04 -0.02 0.01
H -2.524907 -1.653646 1.553390 0.04 0.00 -0.06
C 3.150264 -3.054804 2.923771 -0.03 -0.10 -0.06
C 5.576370 -2.295254 -1.138872 0.06 0.04 -0.02
H 3.200662 -3.050720 4.013078 0.00 0.01 0.00
H 1.564522 -0.362364 -1.912399 -0.01 -0.02 0.03
C 0.599660 2.282168 -1.384740 0.15 -0.07 0.12
H 1.015931 -3.292471 2.745536 -0.01 0.01 0.00
H 0.200646 0.762574 -4.254905 0.01 0.00 -0.01
N 3.603108 0.814499 0.631931 0.27 -0.05 0.20
C 5.929058 1.546083 2.650416 0.03 0.08 -0.03
H -4.010622 4.967754 -1.333366 -0.01 -0.02 0.01
C 2.465655 0.172336 0.997700 -0.22 0.08 0.11
H 1.848608 -3.060867 0.410097 -0.01 0.01 -0.04
H -4.718155 -4.472178 -2.672751 0.00 0.01 0.00
H 4.581185 3.219565 2.815251 0.00 0.00 0.02
H 7.017244 3.408256 2.418297 0.01 -0.01 0.01
H 6.122685 1.421493 3.716230 0.00 0.00 0.01
C -6.511154 -3.895174 -3.682027 0.01 -0.06 -0.01
N -2.549120 1.978528 -0.816832 0.12 -0.09 -0.38
N -2.395949 -1.079443 -0.534587 0.08 0.04 -0.46
H 0.612281 -1.862832 0.812848 -0.01 0.02 0.00
H 8.022533 1.971935 2.278670 -0.01 -0.01 -0.02
H 3.507369 -4.518220 1.330297 -0.02 -0.01 0.00
C -8.566729 -3.100335 -4.766111 0.13 0.02 0.05
H 1.521389 -1.645976 3.099481 0.01 -0.02 -0.01
C -3.637080 3.982194 -1.580064 -0.05 0.07 0.00
C -1.992249 2.348292 4.406561 0.00 0.01 0.01
Se 1.037781 0.985658 1.816543 0.29 0.02 -0.01
H -2.791212 4.224328 5.130177 0.00 -0.01 -0.01
C 4.334551 -2.458346 -0.586336 -0.02 0.03 0.01
O -1.771892 -1.191881 1.939520 0.16 0.06 0.38
H 4.386084 -4.830826 2.814511 0.00 0.00 -0.02
H -3.283427 1.787369 -4.113195 0.00 0.00 0.01
H -0.005139 2.965957 -0.791937 -0.02 0.00 0.01
H -2.375247 -1.299106 3.948128 -0.01 0.01 -0.01
H -0.618574 -1.303641 3.638131 -0.03 0.00 0.00
C -5.354641 -3.646902 -2.962818 -0.02 -0.09 0.04
C 3.998083 2.174894 1.069053 -0.06 -0.02 -0.07
C -3.240343 2.214005 -3.120874 -0.02 0.00 -0.01
H 6.983893 2.444012 0.946166 -0.01 0.03 0.02
H 3.835641 -3.415842 -0.603010 0.00 0.00 0.01
N -3.835065 -2.084447 -1.868310 -0.09 -0.01 -0.18
C -5.049235 -2.346499 -2.602083 0.12 0.01 0.09
H 1.130996 3.219834 -3.264626 0.00 -0.01 0.00
H -1.723171 1.954081 5.375686 -0.01 -0.01 -0.01
H -0.759207 -2.439176 -0.916715 -0.01 0.03 -0.04
H 3.118386 2.809482 0.992512 -0.03 -0.01 -0.05
C -1.584868 -1.665083 3.294703 0.01 -0.06 -0.06
N -2.960641 3.762246 0.671458 0.03 0.04 0.00
C -3.756139 3.483972 -2.847408 -0.02 0.05 -0.08
H -2.190287 0.571785 -2.292572 0.03 -0.08 0.00
N -9.527423 -3.294538 -5.363284 0.02 0.00 0.02
H -2.540318 -3.644351 -2.600199 -0.02 0.03 -0.02
C -5.877724 -1.289295 -2.943248 0.00 0.07 -0.03
N 2.552052 -1.127132 0.616578 0.08 -0.14 0.03
C -7.357893 -2.845335 -4.022428 -0.13 0.01 -0.07
H 3.821656 1.671418 3.141953 -0.02 0.04 0.01
H -6.762667 -4.905172 -3.974161 -0.01 0.00 0.01
C -7.040073 -1.541896 -3.649543 -0.02 0.02 0.01
H -5.619172 -0.269701 -2.685078 0.01 -0.02 -0.02
C 0.828611 1.044788 -3.412754 0.00 0.04 0.04
C 6.246841 -1.037970 -1.140117 -0.01 -0.06 -0.01
H 6.202756 1.031063 -0.591091 0.00 -0.01 0.01
C -1.775896 -2.161991 -1.137119 -0.07 0.05 0.11
N -2.061819 2.031478 2.009967 0.24 -0.10 0.28
H -1.575994 -2.753172 3.304976 0.00 -0.01 0.00
H -0.551147 2.709749 -3.145278 0.01 0.04 -0.01
H -7.698743 -0.730534 -3.926146 0.00 0.00 0.00
C 4.545294 2.175850 2.494963 0.01 -0.11 -0.05
O 0.150778 0.928617 -1.111090 -0.09 -0.02 -0.16
H -3.365459 5.014436 2.866225 0.01 -0.01 -0.01
H 1.647126 2.363991 -1.074122 -0.01 0.03 0.05
H -4.228324 4.072110 -3.623205 -0.01 0.00 0.00
C 3.756866 -1.319490 -0.008368 -0.08 -0.08 0.01
C 1.626372 -2.196668 1.033048 0.03 0.05 -0.03
H 3.929373 -2.361647 2.586973 0.00 0.01 0.03
C 5.688628 0.081012 -0.586574 -0.01 -0.02 0.02
Fe -1.428825 0.584554 0.515659 -0.66 0.02 -0.09
C 0.470083 2.444490 -2.882482 -0.01 -0.06 -0.02
C 4.423097 -0.079365 -0.002690 -0.02 0.17 -0.05
C 1.771418 -2.536716 2.515363 0.13 0.06 0.00
H 2.660598 -5.160100 2.737095 0.01 0.00 0.01
C 7.045645 2.386956 2.036039 -0.03 -0.04 0.00
C -1.762113 1.621572 3.276180 -0.12 0.19 -0.05
C -2.623394 3.239856 1.898593 -0.02 -0.07 -0.09
C 0.623959 0.107100 -2.213604 0.06 0.07 0.02
H 5.936785 0.535263 2.228028 0.00 -0.02 0.04
C -3.035943 3.198489 -0.582600 -0.02 -0.09 0.07
C -2.583324 3.607529 4.265868 0.00 0.04 0.09
H -1.309852 0.653307 3.350403 0.06 -0.14 0.00
C 3.439794 -4.465817 2.418604 0.01 0.04 0.02
H 4.735209 2.531883 0.352474 -0.01 0.01 -0.02
H 7.226979 -0.971569 -1.592928 -0.01 -0.02 -0.01
H -4.416764 -0.398854 -0.705775 0.02 0.05 -0.08
H 6.067681 -3.145967 -1.591806 0.01 0.02 -0.01
H -0.115367 -0.668492 -2.387910 -0.05 -0.01 -0.01
```
Positions in Å, forces in eV/Å.

charge: +3
2S+1: 6
HOMO-LUMO gap (spin up / spin down): 8.2 / 4.3 eV
HOMO (spin up / spin down): -15.489 / -15.488 eV

Atomic partial charges in e from the Löwdin method, atoms 1 to 5: number 1, C, carries -0.153; number 2, C, carries 0.025; number 3, C, carries -0.134; number 4, C, carries 0.003; number 5, H, carries 0.121

---

(2)
Computed, not measured: 10 unconnected molecules or ions with the total composition C40H50N10 at a distorted geometry, with wB97M-V/def2-TZVPD.

Structure (XYZ):
```
100
Properties=species:S:1:pos:R:3:forces:R:3
H -28.474133 19.232268 -7.644262 -0.17 0.32 0.15
H -17.138523 7.184022 -3.487141 0.17 -0.08 -0.14
C -20.266246 19.258877 -12.609391 -0.56 -1.18 -1.42
C -28.319741 12.382587 -1.527233 1.10 -1.02 -2.06
H -14.241478 6.241530 -0.568115 -0.43 0.06 -0.13
N -17.318236 13.373523 -11.477611 -0.42 -0.39 0.97
H -18.186929 12.909706 -13.310504 0.14 0.26 -0.21
C -21.515232 14.305690 -7.119022 1.47 2.18 -1.42
H -31.896019 9.843507 -7.968454 0.17 0.30 -0.15
H -16.921056 17.539824 -3.515818 -0.10 0.81 -0.01
C -28.418127 20.779363 -10.582433 -0.02 0.11 2.77
C -14.632865 8.054612 -1.553510 -0.12 0.71 -2.00
H -13.884123 19.027041 -6.167740 -0.10 -0.15 0.44
C -13.841078 17.433561 -4.634951 -0.91 -0.04 -0.53
H -22.096978 15.504843 -8.805275 -0.14 -0.23 0.33
C -22.641702 12.551612 -7.832672 0.80 -1.87 1.51
H -29.862264 10.192747 -9.314398 0.09 0.12 0.00
H -25.645905 13.372107 -2.980283 -0.03 -0.14 0.37
H -22.111308 19.828288 -13.411670 -0.41 0.43 0.20
C -29.617471 20.932705 -8.606823 1.70 -1.88 -0.21
H -21.311683 3.031605 -14.011422 0.04 -0.04 0.28
H -22.922691 22.899396 -5.212363 0.11 0.55 0.51
H -12.897641 16.958798 -4.860634 0.04 0.26 0.08
H -19.058690 6.516757 -13.035639 0.44 -0.72 0.00
H -19.034877 3.913723 -13.657506 -0.20 0.19 0.09
C -21.353757 20.110793 -12.695635 -0.59 -3.45 -2.43
C -15.608422 18.728175 -4.868670 -0.60 1.43 -1.28
C -15.397138 14.363415 -12.127624 -0.60 -1.99 1.33
H -27.562779 11.990938 -3.678428 -0.38 0.10 0.15
H -29.296061 11.921004 -1.515586 0.10 0.04 0.33
C -15.968255 17.797892 -3.953967 0.18 -0.74 -0.03
C -32.276689 11.959695 -8.075883 0.89 0.13 -1.11
C -16.063492 13.923758 -13.287188 -3.38 -0.64 0.95
C -15.886670 6.269572 -2.003215 1.01 -1.16 1.72
H -19.342044 21.556697 -10.689643 -0.15 0.01 0.19
H -21.840485 22.029428 -11.731790 0.20 -0.14 0.20
C -30.379859 12.376828 -9.299202 -1.35 -1.07 0.32
C -27.828372 19.938650 -9.635589 -1.48 -0.65 -0.69
C -22.034063 5.045122 -13.346736 1.91 0.20 -0.16
H -14.732258 16.139489 -3.110005 -0.12 -0.05 -0.15
H -27.072491 19.185469 -9.802181 0.19 0.30 -0.23
H -18.115805 13.209152 -10.880147 0.27 -0.32 -0.11
H -30.121842 22.046274 -10.299850 0.26 -0.01 0.12
H -31.735107 14.022159 -8.763607 -0.37 -0.13 0.10
C -26.371703 13.372083 -0.973142 0.79 0.55 -0.56
C -27.555165 12.942937 -0.480377 -1.05 -0.56 0.89
N -29.441071 21.444154 -9.859292 0.20 -0.22 -1.63
H -25.540716 13.884722 -0.511569 -0.13 -0.11 0.06
C -15.490185 8.357314 -2.659028 1.95 0.91 1.97
H -15.850127 13.812630 -10.014314 -0.30 0.26 0.02
H -14.412575 14.762747 -11.933766 -0.01 0.04 -0.53
H -13.834590 8.611987 -1.086072 -0.09 0.08 -0.17
C -30.502714 11.013391 -9.026704 1.80 0.19 -1.06
C -31.565249 12.955604 -8.766930 -0.03 -0.75 1.38
C -22.883660 13.550899 -8.679692 -1.15 0.35 -1.63
N -19.860698 4.484461 -13.546222 1.06 1.22 1.18
H -20.034463 18.387668 -13.204096 -0.19 -0.04 0.13
C -23.762712 20.148764 -3.825583 1.43 0.36 -1.43
H -27.840600 12.833081 0.555411 0.06 0.56 0.02
C -28.646670 19.910840 -8.466559 -0.37 1.68 -0.22
C -19.865753 5.801772 -13.097554 -2.86 0.89 -0.73
N -26.340584 13.081403 -2.307218 -0.81 -1.07 -0.67
N -14.305822 18.555405 -5.380449 -1.81 -1.94 2.98
N -31.608348 10.746100 -8.318697 -1.30 1.75 0.82
H -23.437145 20.338797 -1.722164 0.15 0.39 0.15
C -16.291567 7.260196 -2.821367 -1.34 -1.14 -1.00
C -21.115881 4.008452 -13.594472 -2.09 0.58 -0.78
N -19.375369 19.752860 -11.734464 -0.69 0.64 -0.38
H -15.514591 9.178678 -3.359861 0.18 0.43 0.66
H -21.598746 7.215806 -12.894098 0.14 -0.10 0.21
C -23.351486 20.819663 -2.685410 -0.84 -0.67 -0.09
H -16.259607 5.263140 -1.883212 0.07 0.12 0.06
H -15.790237 14.017575 -14.327830 -0.04 0.06 0.14
H -22.611419 22.981550 -2.448026 -0.12 -0.27 0.09
N -23.441447 20.965889 -4.905884 -1.58 -0.66 1.03
C -27.496672 12.366079 -2.667836 0.35 1.66 1.46
H -23.589108 13.586834 -9.496675 0.19 0.03 -0.06
C -19.927297 20.913508 -11.330103 0.06 2.64 2.14
H -23.099530 5.045780 -13.523278 0.10 -0.28 0.26
H -20.863312 15.093749 -6.772092 0.14 -0.36 0.52
H -23.627032 20.735824 -5.871659 -0.06 0.20 0.30
H -30.383184 21.280169 -7.929073 0.05 -0.01 -0.22
N -14.832029 6.754041 -1.207385 -1.40 0.06 -0.98
C -23.139724 22.182714 -4.434124 1.76 1.04 0.13
H -29.622843 12.943217 -9.821247 0.07 -0.47 -0.05
H -21.155721 12.373553 -6.145633 -0.26 0.30 0.22
H -18.446090 19.397940 -11.559651 -0.32 0.27 0.09
H -23.061575 11.556603 -7.840282 -0.06 0.12 -0.21
C -17.350925 13.365183 -12.800563 2.51 0.88 -3.15
N -22.158214 14.625127 -8.312884 0.04 0.44 1.12
C -21.214329 21.157655 -11.851510 2.65 0.79 1.29
C -16.149760 13.855331 -11.051039 1.81 1.86 0.62
H -28.120446 20.957446 -11.605212 -0.36 0.36 0.18
C -21.677489 13.001804 -6.852360 -1.01 -0.94 -0.40
H -33.140639 12.014800 -7.430164 0.03 -0.06 -0.24
C -22.950202 22.146442 -3.043194 -0.82 -0.63 -1.82
H -16.305807 19.510433 -5.129685 0.52 0.27 -0.63
C -21.234931 6.209551 -13.040728 1.46 -1.93 -0.34
C -14.869705 16.959153 -3.799692 2.91 0.14 -0.87
H -24.103559 19.186371 -4.177753 -0.03 -0.31 1.11
```
Positions in Å, forces in eV/Å.

structure (SMILES): c1cc[nH]c1.c1cc[nH]c1.c1cc[nH]c1.c1cc[nH]c1.c1cc[nH]c1.c1cc[nH]c1.c1cc[nH]c1.c1cc[nH]c1.c1cc[nH]c1.c1cc[nH]c1
HOMO-LUMO gap: 8.1 eV
HOMO: -7.971 eV

Atomic partial charges in e from the Löwdin method, atoms 1 to 5: number 1, H, carries 0.081; number 2, H, carries 0.100; number 3, C, carries -0.165; number 4, C, carries -0.109; number 5, H, carries 0.144

---

Listing energy relative to the best compared isomer or geometry (same formula, charge and spin) for the structures above in their given order: 14.4, 515.8 kJ/mol.